[1]
Molecular formula: C35H81BFN12O10
Method: DFT, wB97M-V/def2-TZVPD

CARTESIAN COORDINATES (ANGSTROEM)
1 C 3.230 0.792 -1.399
2 N 2.165 0.054 -0.615
3 C 1.263 1.033 0.161
4 C 0.312 1.823 -0.916
5 C -1.258 1.303 -0.781
6 N -2.056 2.276 -1.332
7 B -3.562 2.367 -1.541
8 N -4.583 2.777 -0.483
9 O -4.046 2.005 -2.920
10 C -1.266 3.478 -1.817
11 C 0.016 3.426 -0.744
12 C 1.025 4.533 -1.410
13 C 2.618 4.299 -1.102
14 F 2.948 3.986 0.307
15 H 4.056 0.113 -1.874
16 H 2.714 1.368 -2.305
17 H 3.700 1.591 -0.648
18 H 1.574 -0.527 -1.259
19 H 1.897 1.719 0.865
20 H 0.586 0.332 0.850
21 H 0.558 1.519 -2.020
22 H -1.689 0.306 -0.314
23 H -5.044 3.658 -0.843
24 H -5.323 2.015 -0.538
25 H -5.007 2.287 -3.034
26 H -0.847 3.205 -2.901
27 H -1.845 4.521 -1.792
28 H -0.307 3.671 0.366
29 H 0.803 4.592 -2.569
30 H 0.750 5.598 -0.957
31 H 3.163 5.331 -1.353
32 H 3.016 3.530 -1.890
33 C -0.658 -2.598 1.287
34 O -0.812 -1.391 1.153
35 N -0.984 -3.554 0.348
36 C -0.770 -4.967 0.582
37 C -1.559 -3.133 -0.913
38 H -0.228 -3.026 2.207
39 H -0.093 -5.354 -0.185
40 H -1.731 -5.485 0.518
41 H -0.332 -5.142 1.568
42 H -0.859 -2.460 -1.416
43 H -2.489 -2.591 -0.716
44 H -1.764 -3.997 -1.551
45 C 3.920 8.522 -1.161
46 O 2.914 8.168 -1.763
47 N 5.155 8.748 -1.731
48 C 6.299 9.166 -0.948
49 C 5.314 8.562 -3.158
50 H 3.909 8.692 -0.072
51 H 6.652 10.130 -1.325
52 H 7.091 8.419 -1.053
53 H 6.038 9.267 0.109
54 H 4.626 9.231 -3.683
55 H 5.063 7.528 -3.413
56 H 6.341 8.777 -3.464
57 C 1.575 -6.786 3.197
58 O 0.688 -6.481 2.410
59 N 2.759 -6.101 3.374
60 C 3.760 -6.527 4.328
61 C 3.008 -4.915 2.580
62 H 1.487 -7.670 3.850
63 H 3.921 -5.725 5.054
64 H 4.693 -6.731 3.794
65 H 3.443 -7.430 4.856
66 H 2.218 -4.184 2.773
67 H 2.986 -5.186 1.520
68 H 3.981 -4.482 2.829
69 C 7.921 7.740 2.132
70 O 7.209 8.326 1.326
71 N 7.982 6.373 2.299
72 C 8.852 5.754 3.277
73 C 7.149 5.527 1.469
74 H 8.593 8.289 2.813
75 H 9.548 5.087 2.760
76 H 8.242 5.177 3.978
77 H 9.420 6.506 3.831
78 H 7.400 5.702 0.418
79 H 6.100 5.791 1.630
80 H 7.305 4.473 1.714
81 C 0.700 -10.608 2.503
82 O 1.272 -9.745 3.157
83 N -0.588 -10.521 2.017
84 C -1.196 -11.588 1.250
85 C -1.359 -9.323 2.283
86 H 1.195 -11.558 2.245
87 H -1.473 -11.201 0.265
88 H -2.091 -11.934 1.774
89 H -0.505 -12.426 1.126
90 H -0.832 -8.461 1.864
91 H -1.448 -9.190 3.365
92 H -2.355 -9.399 1.838
93 C 3.360 5.160 4.287
94 O 4.533 4.827 4.399
95 N 2.908 6.451 4.117
96 C 1.500 6.764 3.992
97 C 3.872 7.531 4.062
98 H 2.546 4.417 4.315
99 H 1.330 7.250 3.027
100 H 1.215 7.443 4.800
101 H 0.888 5.859 4.051
102 H 4.558 7.353 3.230
103 H 4.444 7.545 4.994
104 H 3.368 8.491 3.925
105 C -6.316 3.400 4.940
106 O -6.514 4.074 5.943
107 N -6.409 3.852 3.641
108 C -6.159 2.989 2.505
109 C -6.770 5.234 3.403
110 H -6.036 2.336 5.008
111 H -5.332 3.404 1.922
112 H -7.060 2.947 1.887
113 H -5.898 1.977 2.829
114 H -6.031 5.882 3.882
115 H -7.750 5.428 3.848
116 H -6.804 5.445 2.330
117 C -5.067 -5.365 -3.280
118 O -3.894 -5.697 -3.168
119 N -5.519 -4.073 -3.450
120 C -6.927 -3.761 -3.575
121 C -4.555 -2.994 -3.505
122 H -5.881 -6.107 -3.252
123 H -7.097 -3.275 -4.540
124 H -7.212 -3.082 -2.767
125 H -7.539 -4.665 -3.516
126 H -3.869 -3.172 -4.338
127 H -3.983 -2.980 -2.573
128 H -5.059 -2.033 -3.642
129 C -6.488 -7.215 -6.748
130 O -6.725 -6.844 -5.605
131 N -5.372 -7.920 -7.145
132 C -5.165 -8.323 -8.520
133 C -4.374 -8.269 -6.155
134 H -7.182 -7.002 -7.577
135 H -5.090 -9.413 -8.561
136 H -4.234 -7.877 -8.883
137 H -5.991 -7.996 -9.156
138 H -4.841 -8.881 -5.379
139 H -3.990 -7.352 -5.698
140 H -3.551 -8.824 -6.616

Its charge is +1. The frontier orbital gap is 0.240 hartree. As for the energy: -2916.0682 a.u.

Results of the Mulliken charge analysis, in e, for atoms 1 through 99: -0.459, -0.376, -0.340, 0.162, -0.349, 0.119, 0.439, -0.479, -0.572, -0.957, 0.302, -0.801, 0.069, -0.350, 0.309, 0.107, 0.171, 0.228, 0.245, 0.218, 0.277, 0.360, 0.271, 0.241, 0.352, 0.361, 0.309, 0.281, 0.275, 0.349, 0.070, 0.135, -0.058, -0.566, 0.236, -0.927, -1.002, 0.365, 0.344, 0.368, 0.293, 0.209, 0.259, 0.481, 0.117, -0.646, 0.180, -0.950, -0.971, 0.347, 0.337, 0.304, 0.341, 0.305, 0.264, 0.396, 0.095, -0.579, 0.135, -0.958, -0.828, 0.297, 0.358, 0.350, 0.284, 0.196, 0.278, 0.369, 0.029, -0.508, 0.162, -0.923, -0.836, 0.313, 0.344, 0.319, 0.294, 0.300, 0.154, 0.366, 0.069, -0.544, 0.140, -0.925, -0.793, 0.253, 0.329, 0.330, 0.296, 0.173, 0.281, 0.368, 0.116, -0.584, 0.166, -0.949, -0.848, 0.289, 0.320



[2]
Molecular formula: C35H81FN7O9
Method: DFT, wB97M-V/def2-TZVPD

CARTESIAN COORDINATES (ANGSTROEM)
1 C -3.067 4.378 -0.314
2 C -3.666 3.848 -1.632
3 C -3.546 2.365 -1.747
4 O -2.810 1.775 -2.546
5 O -4.321 1.701 -0.876
6 C -3.999 0.318 -0.731
7 C -2.627 0.133 -0.112
8 C -2.470 -1.246 0.557
9 C -3.592 -1.657 1.497
10 N -4.112 -0.533 2.277
11 C -1.202 -1.110 1.319
12 N -0.161 -1.614 0.759
13 C 1.213 -1.557 1.260
14 C 1.319 -0.764 2.546
15 C 1.047 0.758 2.379
16 C 0.210 1.263 3.534
17 O 1.020 1.495 4.694
18 C 0.711 0.682 5.756
19 O -0.138 0.952 6.600
20 C -0.534 -2.308 -0.496
21 F 0.022 -3.579 -0.396
22 C -2.030 -2.429 -0.341
23 H -2.222 5.027 -0.517
24 H -3.790 4.979 0.221
25 H -2.709 3.580 0.328
26 H -3.154 4.297 -2.469
27 H -4.713 4.127 -1.658
28 H -4.059 -0.170 -1.698
29 H -4.785 -0.065 -0.098
30 H -1.872 0.236 -0.889
31 H -2.465 0.916 0.625
32 H -3.176 -2.433 2.136
33 H -4.412 -2.109 0.950
34 H -3.446 -0.255 2.983
35 H -4.969 -0.798 2.735
36 H -1.182 -0.604 2.268
37 H 1.582 -2.564 1.422
38 H 1.876 -1.113 0.520
39 H 2.327 -0.883 2.922
40 H 0.599 -1.156 3.259
41 H 1.957 1.329 2.263
42 H 0.452 0.885 1.474
43 H -0.567 0.544 3.795
44 H -0.311 2.182 3.286
45 H 1.303 -0.242 5.801
46 H -0.110 -1.892 -1.406
47 H -2.188 -3.335 0.238
48 H -2.612 -2.560 -1.245
49 C -6.056 9.400 -3.045
50 C -4.896 9.001 -2.137
51 C -4.497 7.523 -2.235
52 O -5.373 6.610 -1.600
53 C -6.555 6.306 -2.320
54 N -5.207 9.407 -0.764
55 H -7.019 9.106 -2.629
56 H -6.079 10.482 -3.161
57 H -5.957 8.956 -4.037
58 H -4.021 9.574 -2.458
59 H -3.540 7.403 -1.719
60 H -4.336 7.227 -3.281
61 H -6.367 6.267 -3.397
62 H -7.350 7.023 -2.111
63 H -6.897 5.325 -1.988
64 H -4.393 9.265 -0.173
65 H -5.904 8.767 -0.395
66 C -1.550 -7.416 4.335
67 C -1.853 -6.819 2.964
68 C -1.355 -5.380 2.780
69 O -2.113 -4.378 3.441
70 C -1.868 -4.259 4.836
71 N -3.285 -6.958 2.692
72 H -2.251 -7.072 5.095
73 H -1.637 -8.500 4.293
74 H -0.537 -7.173 4.663
75 H -1.318 -7.420 2.223
76 H -1.428 -5.138 1.715
77 H -0.294 -5.291 3.056
78 H -0.815 -4.435 5.072
79 H -2.493 -4.942 5.412
80 H -2.131 -3.243 5.130
81 H -3.483 -6.688 1.733
82 H -3.787 -6.281 3.260
83 C 7.295 0.885 1.294
84 C 6.466 -0.381 1.488
85 C 5.302 -0.534 0.501
86 O 4.183 0.310 0.769
87 C 4.348 1.660 0.360
88 N 6.030 -0.452 2.887
89 H 6.812 1.760 1.725
90 H 8.256 0.776 1.795
91 H 7.486 1.078 0.237
92 H 7.128 -1.232 1.308
93 H 4.926 -1.559 0.593
94 H 5.647 -0.413 -0.534
95 H 4.907 1.728 -0.576
96 H 4.841 2.255 1.130
97 H 3.353 2.079 0.204
98 H 5.593 -1.352 3.065
99 H 5.290 0.230 3.025
100 C 4.492 -3.710 -3.525
101 C 5.536 -4.370 -2.641
102 C 4.980 -5.490 -1.756
103 O 4.229 -5.039 -0.639
104 C 2.915 -4.591 -0.896
105 N 6.207 -3.331 -1.857
106 H 3.891 -3.002 -2.963
107 H 4.979 -3.152 -4.325
108 H 3.828 -4.446 -3.982
109 H 6.276 -4.827 -3.304
110 H 5.819 -6.040 -1.326
111 H 4.397 -6.207 -2.349
112 H 2.430 -5.168 -1.688
113 H 2.900 -3.527 -1.156
114 H 2.344 -4.721 0.024
115 H 6.995 -3.733 -1.357
116 H 5.565 -3.048 -1.123
117 C 2.399 2.298 -4.365
118 C 1.184 2.197 -3.447
119 C 1.231 1.041 -2.440
120 O 0.949 -0.242 -2.949
121 C 2.004 -0.839 -3.674
122 N -0.028 2.166 -4.260
123 H 2.348 1.582 -5.185
124 H 2.441 3.289 -4.813
125 H 3.331 2.133 -3.820
126 H 1.158 3.108 -2.840
127 H 0.439 1.223 -1.702
128 H 2.189 1.039 -1.896
129 H 2.970 -0.577 -3.242
130 H 1.981 -0.547 -4.726
131 H 1.870 -1.919 -3.620
132 H -0.823 2.182 -3.633
133 H -0.091 1.256 -4.708

Its charge is +1. The frontier orbital gap is 0.255 hartree. As for the energy: -2542.1479 a.u.

Results of the Mulliken charge analysis, in e, for atoms 1 through 99: -0.952, 0.176, 0.551, -0.693, -0.387, -0.750, -1.217, 2.492, -1.975, -0.367, -1.160, 1.247, -0.616, -1.224, 0.220, -1.052, -0.367, 0.156, -0.472, 0.676, -0.356, -1.612, 0.285, 0.271, 0.179, 0.475, -0.222, 0.357, 0.385, 0.541, 0.469, 0.553, 0.671, 0.128, 0.301, 0.328, 0.133, 0.322, 0.492, 0.633, 0.318, 0.009, 0.468, 0.489, 0.394, -0.091, 0.382, 0.275, -1.423, 0.284, -0.668, -0.282, -0.808, -0.713, 0.300, 0.354, 0.343, 0.418, 0.317, 0.431, 0.358, 0.255, 0.282, 0.274, 0.314, -1.424, 0.134, -0.392, -0.153, -0.951, -0.707, 0.314, 0.358, 0.331, 0.458, 0.112, 0.444, 0.398, 0.223, 0.312, 0.273, 0.312, -1.453, 0.171, -0.583, 0.066, -1.133, -0.692, 0.326, 0.371, 0.338, 0.459, 0.011, 0.532, 0.416, 0.270, 0.326, 0.296, 0.312



[3]
Molecular formula: C35H82O14
Method: DFT, wB97M-V/def2-TZVPD

CARTESIAN COORDINATES (ANGSTROEM)
1 C -2.442 4.864 3.902
2 C -3.349 4.679 2.666
3 C -3.438 3.175 2.505
4 O -2.179 2.684 2.956
5 C -1.604 3.558 3.916
6 H -3.020 5.010 4.811
7 H -1.812 5.733 3.725
8 H -2.878 5.187 1.825
9 H -4.335 5.120 2.826
10 H -3.577 2.821 1.484
11 H -4.241 2.762 3.130
12 H -0.596 3.776 3.569
13 H -1.640 3.110 4.909
14 C -0.806 2.865 -3.691
15 C -0.927 1.658 -4.625
16 C -2.406 1.404 -4.594
17 O -2.697 1.497 -3.191
18 C -1.910 2.567 -2.661
19 H -1.041 3.778 -4.242
20 H 0.194 2.988 -3.290
21 H -0.351 0.817 -4.238
22 H -0.507 1.881 -5.610
23 H -2.669 0.394 -4.903
24 H -2.966 2.133 -5.187
25 H -1.552 2.239 -1.682
26 H -2.509 3.468 -2.488
27 C -0.064 4.578 0.237
28 C -0.145 5.830 -0.618
29 C 1.302 5.970 -1.064
30 O 1.660 4.645 -1.393
31 C 1.024 3.733 -0.492
32 H -1.008 4.031 0.307
33 H 0.173 4.830 1.274
34 H -0.474 6.751 -0.129
35 H -0.793 5.637 -1.476
36 H 1.948 6.381 -0.273
37 H 1.429 6.640 -1.917
38 H 1.761 3.390 0.233
39 H 0.594 2.924 -1.070
40 C -1.890 -0.495 4.416
41 C -2.648 -1.806 4.429
42 C -3.375 -1.802 5.783
43 O -2.876 -0.687 6.511
44 C -1.671 -0.228 5.899
45 H -2.473 0.351 4.037
46 H -0.938 -0.469 3.882
47 H -1.870 -2.575 4.386
48 H -3.300 -1.949 3.567
49 H -3.142 -2.779 6.224
50 H -4.457 -1.716 5.725
51 H -0.783 -0.754 6.279
52 H -1.586 0.830 6.147
53 C -0.645 -1.821 -0.403
54 C -0.800 -1.352 1.058
55 C -0.865 0.154 0.888
56 O 0.093 0.432 -0.107
57 C 0.031 -0.612 -1.083
58 H -1.606 -2.051 -0.855
59 H -0.010 -2.705 -0.462
60 H 0.115 -1.649 1.574
61 H -1.684 -1.676 1.606
62 H -0.645 0.701 1.806
63 H -1.865 0.469 0.555
64 H 1.065 -0.782 -1.392
65 H -0.495 -0.328 -2.005
66 C 4.830 -0.775 0.554
67 O 4.257 0.102 1.507
68 C 2.949 0.462 1.120
69 C 2.351 1.448 2.083
70 O 2.107 0.832 3.327
71 C 1.307 1.573 4.209
72 H 5.887 -0.859 0.782
73 H 4.728 -0.336 -0.445
74 H 4.311 -1.738 0.548
75 H 2.293 -0.419 1.112
76 H 2.987 0.915 0.124
77 H 1.438 1.838 1.624
78 H 3.066 2.264 2.258
79 H 0.255 1.576 3.890
80 H 1.650 2.612 4.279
81 H 1.328 1.062 5.170
82 C -2.760 -3.926 -3.409
83 O -3.852 -3.219 -2.869
84 C -3.645 -1.810 -2.833
85 C -4.493 -1.218 -1.742
86 O -4.029 -1.610 -0.462
87 C -4.820 -1.007 0.528
88 H -3.025 -4.920 -3.756
89 H -1.991 -3.939 -2.627
90 H -2.277 -3.426 -4.262
91 H -3.947 -1.410 -3.814
92 H -2.576 -1.594 -2.708
93 H -5.563 -1.411 -1.878
94 H -4.402 -0.126 -1.863
95 H -4.550 0.052 0.685
96 H -4.550 -1.487 1.466
97 H -5.878 -0.982 0.263
98 C 2.568 -3.829 1.311
99 O 2.850 -4.392 0.047
100 C 3.884 -5.359 0.073
101 C 5.266 -4.740 0.254
102 O 5.484 -3.869 -0.811
103 C 6.838 -3.478 -0.912
104 H 1.840 -3.032 1.202
105 H 3.428 -3.510 1.903
106 H 2.109 -4.609 1.943
107 H 3.850 -5.957 -0.835
108 H 3.721 -6.071 0.896
109 H 5.963 -5.589 0.215
110 H 5.360 -4.237 1.218
111 H 7.472 -4.367 -1.070
112 H 7.186 -3.055 0.041
113 H 6.977 -2.802 -1.747
114 C 0.695 -4.789 -2.375
115 O 1.683 -3.757 -2.371
116 H 1.217 -5.749 -2.413
117 H 0.058 -4.759 -1.488
118 H 0.097 -4.669 -3.275
119 H 2.242 -3.922 -1.578
120 C 0.678 -1.656 -4.969
121 O 1.694 -1.512 -3.981
122 H 0.862 -0.987 -5.806
123 H 0.706 -2.685 -5.353
124 H -0.304 -1.490 -4.510
125 H 1.449 -2.146 -3.270
126 C 2.748 1.726 -3.150
127 O 3.564 0.587 -3.289
128 H 3.366 2.621 -3.097
129 H 2.085 1.868 -4.011
130 H 2.167 1.671 -2.224
131 H 2.981 -0.186 -3.333

Its charge is 0. Its SMILES is C1CCOC1.C1CCOC1.C1CCOC1.C1CCOC1.C1CCOC1.COCCOC.COCCOC.COCCOC.CO.CO.CO. The frontier orbital gap is 0.365 hartree. As for the energy: -2435.8649 a.u. For the energy relative to the best compared isomer or geometry (same formula, charge and spin), the calculation gives 0.0 kcal per mole.

Results of the Mulliken charge analysis, in e, for atoms 1 through 99: -0.735, -0.396, -0.588, 0.226, -0.183, 0.332, 0.299, 0.150, 0.366, 0.178, 0.290, 0.145, 0.053, -0.353, 0.423, -0.725, -0.345, 0.344, 0.432, -0.011, -0.686, 0.566, 0.299, 0.272, -0.530, 0.379, 0.044, -0.583, -0.613, -0.472, 1.365, -0.198, 0.072, 0.394, 0.187, 0.281, 0.391, -0.021, -0.892, 1.226, -0.490, -0.495, -0.449, -0.484, -0.448, -0.306, 0.337, -0.020, 0.253, 0.352, 0.304, 0.198, 1.248, -0.477, 0.352, -0.227, 0.930, -0.244, -0.718, 0.126, 0.182, -0.718, 0.238, 0.185, -0.997, -0.341, -0.523, 0.454, -0.448, -0.462, -0.235, 0.292, 0.304, -0.005, -0.220, 0.352, -0.174, 0.732, -0.295, 0.321, 0.341, -0.570, -0.477, 0.865, -0.927, -0.205, -0.544, 0.400, 0.061, 0.265, 0.432, -0.696, 0.451, 0.367, 0.219, 0.016, 0.365, -0.516, -0.319